The ion C5H8NO2S with charge -1 at a distorted geometry. Source: OMol25; level of theory: ωB97M-V/def2-TZVPD.

```
! wB97M-V def2-TZVPD RIJCOSX def2/J DEFGRID3
* xyz -1 1
C 1.056 1.819 -0.356
C -0.879 0.999 -0.441
C 1.213 0.531 0.482
C -0.243 -0.078 0.466
C -0.426 -1.358 -0.280
N -2.148 0.979 -0.735
O -3.681 -1.197 -0.783
O -4.473 0.871 0.226
S -3.428 -0.138 0.208
H 0.577 2.475 0.389
H 1.849 -0.287 0.052
H 1.587 0.697 1.590
H -0.687 0.015 1.466
H 0.204 -1.376 -1.139
H -1.393 -1.613 -0.659
H -0.212 -2.232 0.340
H -2.722 1.572 -1.188
*
```

The LUMO energy comes out at 3.667 eV. The value obtained for the energy relative to the best compared isomer or geometry (same formula, charge and spin) is 0.0 kJ/mol. The calculation puts the HOMO energy at -3.64 eV. For the largest force on an atom, the calculation gives 6.00 eV/Å. The orbital gap is 0.2685 Eh.

---

A cluster of 2 separate species, HN3 in total at a distorted geometry. Source: OMol25; level of theory: ωB97M-V/def2-TZVPD.

```
! wB97M-V def2-TZVPD RIJCOSX def2/J DEFGRID3
* xyz 0 1
N -1.150 0.776 -0.108
N -0.928 -0.210 0.616
N -0.120 -0.369 -0.458
H 2.198 -0.197 -0.050
*
```

The LUMO energy (alpha / beta) comes out at -0.395 / -1.015 eV. The value obtained for the energy relative to the best compared isomer or geometry (same formula, charge and spin) is 543.0 kJ/mol. The calculation puts the HOMO energy (alpha / beta) at -10.67 / -10.85 eV. For the largest force on an atom, the calculation gives 2.28 eV/Å. The orbital gap (alpha / beta) is 0.3777 / 0.3613 Eh.

---

An isolated molecule of C6H12NP at a distorted geometry. Source: OMol25; level of theory: ωB97M-V/def2-TZVPD.

```
! wB97M-V def2-TZVPD RIJCOSX def2/J DEFGRID3
* xyz 0 1
C -0.361 -1.270 1.781
C -1.035 -0.471 0.559
C -1.987 0.262 1.288
N -2.825 0.224 2.086
P 0.046 0.091 -0.600
C -0.565 0.869 -2.158
C 1.276 -1.086 -1.026
C 0.731 1.430 0.353
H 0.576 -1.877 1.619
H 0.042 -0.530 2.519
H -0.973 -1.962 2.350
H 0.031 0.442 -3.002
H -0.319 1.925 -2.157
H -1.664 0.695 -2.258
H 1.726 -0.757 -1.928
H 0.799 -2.079 -0.993
H 2.015 -1.162 -0.258
H 1.589 1.976 0.024
H 1.040 1.080 1.396
H -0.143 2.200 0.405
*
```

The LUMO energy comes out at 0.409 eV. The value obtained for the energy relative to the best compared isomer or geometry (same formula, charge and spin) is 103.0 kJ/mol. The calculation puts the HOMO energy at -7.12 eV. For the largest force on an atom, the calculation gives 2.69 eV/Å. The orbital gap is 0.2766 Eh.

---

An isolated molecule of C4H5NO. Source: OMol25; level of theory: ωB97M-V/def2-TZVPD.

```
! wB97M-V def2-TZVPD RIJCOSX def2/J DEFGRID3
* xyz 0 1
C -0.200 2.481 0.736
C -0.281 1.547 -0.016
C -0.380 0.248 -0.673
N -0.030 -0.745 0.327
C 0.559 -1.899 -0.051
O 0.677 -2.248 -1.206
H -0.101 3.340 1.358
H 0.296 0.138 -1.530
H -1.396 0.092 -1.049
H -0.075 -0.470 1.297
H 0.932 -2.485 0.808
*
```

The LUMO energy comes out at 0.840 eV. The value obtained for the energy relative to the best compared isomer or geometry (same formula, charge and spin) is 171.0 kJ/mol. The calculation puts the HOMO energy at -9.98 eV. For the largest force on an atom, the calculation gives 0.58 eV/Å. The orbital gap is 0.3977 Eh.

---

A structure of composition C22H29F15O12Zr at a distorted geometry. Source: OMol25; level of theory: ωB97M-V/def2-TZVPD.

```
! wB97M-V def2-TZVPD RIJCOSX def2/J DEFGRID3
* xyz 2 1
Zr -0.098 -1.020 1.037
O -0.739 1.035 1.304
C -0.209 1.966 0.351
C 0.895 1.481 -0.677
O 1.163 0.083 -0.473
H 0.172 2.726 1.032
H -0.903 2.699 -0.060
H 1.860 1.977 -0.584
H 0.584 1.572 -1.718
C -4.798 2.659 0.247
C -5.453 2.755 -1.133
O -4.632 3.319 -2.126
C -3.654 2.449 -2.590
O -3.592 1.246 -2.198
C -2.792 2.970 -3.781
F -2.885 4.258 -3.879
F -1.455 2.797 -3.418
F -3.061 2.403 -4.969
H -5.477 2.059 0.853
H -4.514 3.649 0.606
H -3.873 2.087 0.325
H -6.368 3.344 -1.064
H -5.762 1.809 -1.579
C 2.841 1.078 -3.966
C 2.657 -0.419 -4.289
O 3.851 -0.805 -4.969
C 4.209 -2.111 -5.045
O 3.509 -3.136 -4.685
C 5.663 -2.220 -5.410
F 6.298 -2.841 -4.427
F 5.693 -2.863 -6.567
F 6.290 -1.069 -5.572
H 1.993 1.489 -3.419
H 3.006 1.745 -4.812
H 3.767 1.278 -3.427
H 1.800 -0.590 -4.941
H 2.519 -0.973 -3.361
C -4.706 -1.478 -1.258
C -3.790 -2.639 -1.343
O -2.708 -2.351 -2.286
C -1.612 -1.603 -1.988
O -1.463 -1.100 -0.829
C -0.639 -1.521 -3.240
F 0.582 -1.844 -2.755
F -0.920 -2.283 -4.277
F -0.573 -0.205 -3.500
H -4.439 -0.663 -0.586
H -5.723 -1.808 -1.048
H -4.995 -1.095 -2.237
H -4.293 -3.456 -1.861
H -3.438 -3.090 -0.415
C 4.507 -3.706 4.022
C 3.550 -2.948 3.114
O 3.858 -1.543 3.117
C 3.051 -0.532 2.703
O 1.873 -0.655 2.262
C 3.716 0.843 2.620
F 2.826 1.767 3.056
F 4.891 0.951 3.293
F 3.806 1.238 1.323
H 4.521 -3.510 5.095
H 5.459 -3.559 3.513
H 4.273 -4.770 3.995
H 2.544 -3.149 3.483
H 3.495 -3.280 2.077
C -2.322 2.293 5.325
C -0.895 1.967 4.938
O -0.539 0.709 5.498
C -0.237 -0.322 4.806
O -0.326 -0.462 3.541
C 0.220 -1.467 5.739
F 0.199 -1.161 7.032
F -0.594 -2.573 5.607
F 1.464 -1.852 5.400
H -2.963 1.560 4.835
H -2.631 3.286 4.999
H -2.602 2.288 6.379
H -0.285 2.768 5.354
H -0.645 2.068 3.882
*
```

The LUMO energy comes out at -8.405 eV. The calculation puts the HOMO energy at -14.60 eV. For the largest force on an atom, the calculation gives 9.95 eV/Å. The orbital gap is 0.2277 Eh.

---

A cluster of 3 separate species, C24H46O8 in total at a distorted geometry. Source: OMol25; level of theory: ωB97M-V/def2-TZVPD.

```
! wB97M-V def2-TZVPD RIJCOSX def2/J DEFGRID3
* xyz 0 1
C -3.687 -1.551 1.159
C -3.864 -1.254 -0.332
O -3.734 0.114 -0.680
C -2.515 0.686 -0.249
C -2.189 1.901 -1.123
C -1.399 2.996 -0.370
C -0.094 3.441 -1.084
C 1.169 3.264 -0.224
C 2.365 2.624 -0.925
C 3.252 1.775 0.038
C 2.925 0.291 -0.316
C 2.802 -0.612 0.924
C 1.785 -1.775 0.858
C 2.333 -3.106 1.412
C 1.606 -4.275 0.774
O 1.810 -5.453 1.529
C 0.955 -6.504 1.135
C 1.698 0.513 -1.189
O 0.653 -0.067 -1.234
O 1.943 1.650 -1.922
H -4.262 -2.431 1.448
H -2.643 -1.767 1.387
H -4.029 -0.714 1.770
H -3.117 -1.827 -0.905
H -4.846 -1.573 -0.683
H -2.606 1.011 0.796
H -1.701 -0.049 -0.314
H -1.633 1.562 -2.000
H -3.150 2.288 -1.474
H -1.131 2.601 0.614
H -2.050 3.859 -0.225
H -0.194 4.490 -1.374
H -0.003 2.874 -2.010
H 1.505 4.241 0.138
H 0.928 2.680 0.671
H 2.967 3.346 -1.475
H 2.990 2.031 1.067
H 4.300 2.033 -0.111
H 3.764 -0.008 -0.944
H 3.788 -1.057 1.093
H 2.608 0.004 1.805
H 1.445 -1.943 -0.163
H 0.914 -1.505 1.462
H 3.401 -3.181 1.176
H 2.237 -3.164 2.499
H 1.961 -4.423 -0.257
H 0.529 -4.053 0.715
H 1.449 -7.453 1.346
H 0.002 -6.456 1.676
H 0.734 -6.466 0.061
C -1.109 -0.222 6.604
C -2.476 -0.860 6.730
O -2.977 -1.312 5.468
C -2.666 -2.518 4.943
C -1.591 -3.359 5.591
O -3.219 -2.859 3.936
H -0.360 -0.938 6.264
H -0.788 0.175 7.568
H -1.143 0.596 5.885
H -2.485 -1.671 7.460
H -3.206 -0.124 7.062
H -0.643 -3.140 5.099
H -1.833 -4.404 5.416
H -1.475 -3.201 6.660
C -0.099 3.482 -7.799
C 1.401 3.335 -7.645
O 1.911 4.115 -6.561
C 1.918 3.673 -5.284
C 1.191 2.402 -4.921
O 2.473 4.343 -4.455
H -0.630 3.103 -6.926
H -0.443 2.931 -8.675
H -0.361 4.532 -7.922
H 1.700 2.291 -7.542
H 1.909 3.727 -8.525
H 0.187 2.663 -4.585
H 1.726 1.950 -4.091
H 1.115 1.677 -5.727
*
```

The LUMO energy comes out at 0.475 eV. The value obtained for the energy relative to the best compared isomer or geometry (same formula, charge and spin) is 0.0 kJ/mol. The calculation puts the HOMO energy at -9.06 eV. For the largest force on an atom, the calculation gives 1.24 eV/Å. The orbital gap is 0.3503 Eh.